A molecular structure, C8H8Cl2CoLuN2O3, computed with ωB97M-V with the def2-TZVPD basis set.

Output
E_tot, eV: -113790.5192
Kohn-Sham gap (alpha / beta), eV: 7.454 / 5.723
E_HOMO (alpha / beta), eV: -23.8 / -23.6
ΔE to the lowest compared entry with this formula, charge and spin, kJ/mol: 51.7

Geometry as ORCA input:
```
! wB97M-V def2-TZVPD RIJCOSX def2/J DEFGRID3
* xyz 4 5
Lu 1.6789 3.3125 -1.1107
Co 1.3460 -1.6672 -0.7789
Cl 2.8098 5.0800 -0.0242
Cl 3.3001 -1.3910 -1.6102
C 0.3550 -1.0512 -2.1054
C 0.4111 3.8149 -2.9668
C 2.8560 3.2585 -3.0824
O -0.3402 -0.5538 -2.9014
O -0.1663 3.9245 -3.9725
O 3.3073 3.2003 -4.1502
C -3.4880 -1.6115 1.2834
C -2.0262 -1.4124 1.2638
C -1.0975 -1.0953 2.2612
C 0.1559 -1.0107 1.6688
N 0.0014 -1.3203 0.3326
N -1.3357 -1.4974 0.1196
C 1.4630 -0.6605 2.2194
H -3.7366 -2.6361 1.5909
H -3.9202 -0.9189 2.0154
H -3.9345 -1.4200 0.3010
H -1.3280 -0.9448 3.3113
H -1.7440 -1.7193 -0.7863
H 1.4171 0.3418 2.6615
H 1.7645 -1.3637 3.0020
H 2.2511 -0.6585 1.4580
*
```

natural (NBO) population analysis, charges in e, atoms 1 to 6: number 1, Lu, carries 2.007; number 2, Co, carries 1.251; number 3, Cl, carries -0.350; number 4, Cl, carries -0.344; number 5, C, carries 0.394; number 6, C, carries 0.328